ORCA calculation (ωB97M-V with the def2-TZVPD basis set) on 21 unconnected molecules or ions with the total composition C27H47Cl40F7I2N2O5P at a distorted geometry.

```
! wB97M-V def2-TZVPD RIJCOSX def2/J DEFGRID3
* xyz 1 1
C 1.614 0.428 -0.232
C 1.487 1.647 -1.226
I 1.168 3.364 0.105
C 0.326 1.563 -2.279
I -1.075 -0.054 -1.795
N 0.745 1.612 -3.789
N -0.467 1.496 -4.517
C -1.513 2.475 -4.407
O -1.768 3.177 -5.334
F -2.329 2.571 -3.349
C -0.519 0.986 -5.875
O -1.286 0.113 -6.109
F 0.212 1.454 -6.897
C 1.491 2.901 -4.086
F 1.099 3.430 -5.276
F 1.108 3.878 -3.233
C 3.062 2.984 -4.214
F 3.857 2.227 -3.472
F 3.381 4.270 -3.902
F 3.455 2.887 -5.502
P 1.701 0.079 -4.168
O 0.865 -1.142 -4.259
O 2.516 0.239 -5.561
O 2.793 -0.257 -2.997
H 0.835 0.434 0.549
H 2.576 0.613 0.302
H 1.744 -0.536 -0.752
H 2.512 1.793 -1.607
H -0.315 2.424 -1.993
H 2.382 -0.550 -6.119
H 3.499 -0.786 -3.418
C -1.539 3.371 3.479
Cl -2.957 2.877 2.547
Cl -0.093 2.466 3.002
H -1.360 4.427 3.303
H -1.728 3.199 4.533
C -5.739 0.154 1.052
Cl -5.880 1.836 1.574
Cl -4.372 -0.065 -0.057
H -5.585 -0.474 1.925
H -6.663 -0.133 0.545
C 2.201 -3.875 0.647
Cl 2.569 -2.605 1.816
Cl 1.925 -3.207 -0.970
H 3.039 -4.563 0.600
H 1.305 -4.398 0.968
C 0.370 6.866 1.939
Cl -1.043 7.173 2.954
Cl 1.369 5.553 2.588
H 0.030 6.589 0.945
H 0.968 7.769 1.888
C 5.020 4.245 3.360
Cl 5.387 4.461 1.644
Cl 3.426 3.518 3.592
H 5.769 3.595 3.800
H 5.036 5.215 3.847
C -4.422 -0.964 -5.719
Cl -6.157 -1.047 -6.026
Cl -4.082 -0.554 -4.031
H -3.982 -1.932 -5.937
H -3.987 -0.204 -6.359
C -2.974 -5.146 -4.755
Cl -2.611 -3.870 -3.587
Cl -3.243 -4.482 -6.372
H -2.137 -5.836 -4.793
H -3.872 -5.667 -4.436
C 1.678 -5.572 -4.355
Cl 3.382 -5.997 -4.169
Cl 0.629 -6.708 -3.497
H 1.517 -4.576 -3.952
H 1.426 -5.592 -5.411
C 6.333 -5.007 0.811
Cl 5.449 -5.757 -0.522
Cl 5.531 -3.526 1.355
H 6.379 -5.707 1.641
H 7.336 -4.761 0.478
C -9.517 0.577 0.262
Cl -10.963 0.003 -0.570
Cl -8.685 -0.741 1.103
H -8.839 1.008 -0.469
H -9.804 1.328 0.991
C -3.363 7.162 5.772
Cl -3.384 7.777 7.431
Cl -3.317 5.394 5.740
H -4.259 7.494 5.262
H -2.483 7.547 5.265
C -7.588 -3.795 -8.602
Cl -6.147 -3.963 -7.590
Cl -8.170 -5.364 -9.168
H -8.371 -3.321 -8.018
H -7.341 -3.182 -9.462
C 1.821 9.971 3.953
Cl 2.115 10.113 2.214
Cl 0.103 9.748 4.312
H 2.372 9.117 4.335
H 2.164 10.880 4.436
C 3.943 -7.784 3.254
Cl 4.313 -6.518 4.430
Cl 3.669 -7.105 1.644
H 4.780 -8.473 3.207
H 3.048 -8.309 3.569
C -6.546 7.295 3.463
Cl -7.476 6.163 2.477
Cl -4.824 7.245 3.055
H -6.917 8.300 3.289
H -6.666 7.029 4.509
C -0.526 10.458 7.925
Cl -1.962 10.724 8.917
Cl 0.471 9.141 8.556
H -0.841 10.205 6.919
H 0.064 11.369 7.913
C 1.709 -7.401 7.435
Cl 1.885 -8.135 5.838
Cl 0.011 -7.285 7.911
H 2.236 -8.012 8.161
H 2.135 -6.402 7.411
C 10.152 -5.986 1.160
Cl 9.273 -6.752 -0.169
Cl 9.347 -4.505 1.702
H 10.204 -6.680 1.993
H 11.152 -5.735 0.822
C -3.250 -5.807 7.489
Cl -2.846 -5.552 5.786
Cl -4.873 -6.481 7.671
H -2.533 -6.498 7.920
H -3.205 -4.855 8.007
C 5.889 -7.667 -7.291
Cl 4.148 -7.762 -7.584
Cl 6.244 -7.266 -5.606
H 6.336 -8.628 -7.523
H 6.309 -6.896 -7.929
*
```

Results
LUMO level ... -4.11 eV
Kohn-Sham gap ... 0.2702 Ha
E ... -587378.78861 eV